Record 1
This record from OMol25 describes a molecular structure, C10H10F5NPm. The level of theory is ωB97M-V with the def2-TZVPD basis set.

ORCA input file:
```
! RIJCOSX wB97M-V def2-TZVPD def2/J DEFGRID3
* xyz -1 5
C 0.90474 -1.32028 -1.81977
C -0.48604 -1.26125 -2.09215
C -1.17605 -1.96296 -1.06054
C -0.18797 -2.45611 -0.16028
C 1.09062 -2.05434 -0.63529
Pm -0.24104 0.04232 0.12710
C -1.62322 1.71696 -0.95057
C -0.44304 2.03854 -1.49842
C 0.51915 2.57286 -2.22825
N 1.52455 1.06679 0.26462
H -2.28626 -2.03209 -0.92352
H -0.97120 -0.68714 -2.92512
H -0.40574 -2.98887 0.80279
H 2.07213 -2.22515 -0.10651
H 1.70472 -0.81950 -2.42493
H -2.27398 0.94344 -1.42155
H 2.40186 1.67861 0.36798
H -1.94259 2.10152 0.04400
H 0.29534 3.37342 -2.94976
H 1.55846 2.24759 -2.16292
F 0.03464 1.19997 2.36409
C -0.37203 -0.20032 2.59743
F 0.54601 -1.31971 2.15411
C -0.35691 -0.29142 4.08133
F 0.76531 0.21590 4.60811
F -1.42438 0.45620 4.48556
F -0.48007 -1.58259 4.42398
*
```

Results
E_HOMO (spin up / spin down) (eV): -3.01 / -3.22
<S²>: 6.045
E_LUMO (spin up / spin down) (Eh): 0.1044 / 0.1037
Total energy (eV): -42159.32844
Energy relative to the best compared isomer or geometry (same formula, charge and spin) (kJ/mol): 217.9

Calculated atomic charges, method Löwdin, unit e: -0.237, -0.268, -0.283, -0.273, -0.241, 1.336, -0.198, -0.301, -0.024, -0.333, 0.104, 0.106, 0.112, 0.118, 0.110, 0.066, -0.090, 0.077, 0.054, 0.045, -0.168, -0.262, -0.176, -0.638, 0.135, 0.101, 0.129

Record 2
This record from OMol25 describes a single C10H10FNO3 molecule. The level of theory is ωB97M-V with the def2-TZVPD basis set.

ORCA input file:
```
! RIJCOSX wB97M-V def2-TZVPD def2/J DEFGRID3
* xyz 0 1
C 1.86588 0.84619 -0.00141
N 0.78609 0.49855 -0.94219
C -0.48134 -0.15256 -0.68892
O -0.99390 -0.65036 -1.63638
C -0.93141 0.27306 0.53255
C -1.22638 -1.03928 1.24222
C -1.68256 -0.94450 2.52606
C -2.14576 0.32582 2.97187
C -1.70500 1.44606 2.29105
C -1.06576 1.35715 1.17423
H -0.80219 1.99200 0.54515
H -1.86625 2.34430 2.69157
F -2.62694 0.63156 4.24802
H -2.27344 -1.92209 3.08366
H -1.30135 -1.98430 0.72141
C 1.45103 0.29395 -2.43625
H 2.41615 0.86321 -2.46226
H 0.74485 0.88719 -3.10116
C 1.17368 -1.16361 -2.86583
O 1.22419 -1.56169 -4.01421
O 1.59794 -1.92572 -2.01227
H 1.72507 -3.04823 -2.27556
H 2.71121 0.11963 -0.14070
H 2.25123 1.78377 -0.22185
H 1.15499 0.72989 0.77123
*
```

Results
E_HOMO (eV): -9.28
Structure (SMILES): CN(CC(=O)O)C(=O)c1ccc(F)cc1
E_LUMO (Eh): 0.0081
Total energy (eV): -20875.48706
Energy relative to the best compared isomer or geometry (same formula, charge and spin) (kJ/mol): 745.8

Calculated atomic charges, method Löwdin, unit e: -0.041, -0.060, -0.470, 0.138, -0.171, 0.042, -0.015, -0.181, 0.012, -0.080, 0.085, 0.099, 0.023, 0.188, 0.122, 0.032, 0.135, 0.133, -0.678, 0.072, 0.093, 0.294, 0.107, 0.061, 0.061

Record 3
This record from OMol25 describes a molecular structure, C10H10InN4. The level of theory is ωB97M-V with the def2-TZVPD basis set.

ORCA input file:
```
! RIJCOSX wB97M-V def2-TZVPD def2/J DEFGRID3
* xyz -1 1
C -2.32039 -0.27419 -1.38754
C -1.27044 -0.26855 -2.32166
C -0.43912 0.82340 -2.07648
C -0.89954 1.49413 -0.93594
C -2.12085 0.84408 -0.50833
In -0.27288 0.14753 0.80829
C 1.79216 -1.58682 -0.54430
C 0.65430 -2.16148 0.07732
C 0.07916 -3.38707 -0.20741
N -0.21062 -1.96967 1.18222
H 0.36790 1.09024 -2.69619
H -1.17473 -1.01389 -3.09631
H -0.57923 2.43770 -0.61294
H -2.83401 1.18049 0.24030
H -3.14925 -1.00183 -1.32727
H 2.33779 -2.34276 -1.26428
H -1.21908 -2.43134 1.56315
H 2.06250 -0.50504 -0.23559
H 0.55175 -4.02824 -0.93822
H -0.91022 -3.78766 0.22243
N 1.04255 1.71665 1.48932
C 1.71557 2.48765 2.08837
N 2.58070 3.21180 2.71545
C 2.22914 4.24117 3.48824
N 1.98686 5.08369 4.27737
*
```

Results
E_HOMO (spin up / spin down) (eV): -2.41 / -2.41
E_LUMO (spin up / spin down) (Eh): 0.0830 / 0.0830
Total energy (eV): -21660.06179

Calculated atomic charges, method Löwdin, unit e: -0.144, -0.133, -0.147, -0.311, -0.267, 0.987, -0.100, -0.728, -0.149, -0.177, 0.088, 0.097, 0.073, 0.084, 0.100, 0.072, 0.146, 0.009, 0.001, 0.036, 0.059, -0.307, 0.056, -0.406, 0.060

Record 4
This record from OMol25 describes a molecular structure, C10H10N13RuSTe4. The level of theory is ωB97M-V with the def2-TZVPD basis set.

ORCA input file:
```
! RIJCOSX wB97M-V def2-TZVPD def2/J DEFGRID3
* xyz -2 6
Ru 1.10503 -0.52020 0.03070
C -2.98191 0.72050 -0.48671
C -1.65754 0.03495 -0.60609
N -0.92713 -0.31850 0.46547
N -1.30392 0.14351 1.70851
C -1.28080 -0.72355 2.64161
N -1.47862 -0.31323 3.96132
S -1.18198 -2.49135 2.48269
C -1.11137 -0.33189 -1.84713
C -1.79871 -0.18744 -3.07882
C -1.19972 -0.57035 -4.24462
C 0.09987 -1.10709 -4.20829
C 0.72842 -1.21194 -2.98541
N 0.16722 -0.85698 -1.82954
H -3.19409 0.93281 0.55833
H -3.79417 0.10593 -0.88917
H -2.97229 1.66528 -1.03671
H -1.27465 0.67722 4.03623
H -0.86600 -0.82583 4.58308
H -2.79020 0.24496 -3.08087
H -1.72104 -0.45046 -5.18770
H 0.61955 -1.41154 -5.10572
H 1.73877 -1.59409 -2.90965
N 1.35328 2.45316 1.69328
C 1.05940 2.50010 0.34653
N 0.69723 3.61726 -0.25745
N 0.56997 3.26166 -1.55619
N 0.83406 2.01517 -1.71654
N 1.16394 1.48519 -0.51408
C 1.53035 1.31026 2.43814
N 1.59101 1.31277 3.76400
N 1.84466 0.02880 4.08388
N 1.89610 -0.69600 3.01976
N 1.71338 0.09447 1.93919
H 1.09672 3.27377 2.21347
Te 3.46631 -1.64201 -0.62505
Te 5.27230 -3.92959 -1.37394
Te 2.33878 -3.77964 2.73764
Te 0.64779 -2.91610 0.83585
*
```

Results
E_HOMO (spin up / spin down) (eV): -0.46 / -1.48
<S²>: 8.821
E_LUMO (spin up / spin down) (Eh): 0.1460 / 0.1148
Total energy (eV): -72493.68053
Energy relative to the best compared isomer or geometry (same formula, charge and spin) (kJ/mol): 0.0

Calculated atomic charges, method Löwdin, unit e: 0.508, -0.044, -0.312, -0.209, -0.005, -0.860, 0.032, 0.355, -0.269, -0.047, -0.111, -0.100, -0.187, -0.086, 0.058, 0.072, 0.081, 0.071, 0.053, 0.092, 0.088, 0.082, 0.015, 0.137, -0.485, 0.002, -0.115, -0.063, -0.098, -0.491, 0.011, -0.102, -0.161, -0.137, 0.125, -0.066, -0.362, 0.169, 0.359

Record 5
This record from OMol25 describes a single C10H10N2O molecule. The level of theory is ωB97M-V with the def2-TZVPD basis set.

ORCA input file:
```
! RIJCOSX wB97M-V def2-TZVPD def2/J DEFGRID3
* xyz 0 1
C 1.84049 -0.02321 -3.16936
C 0.34862 0.03923 -2.75592
C 0.10424 -0.24428 -1.33282
C -0.25113 0.70646 0.78458
C -0.31795 1.87586 1.63816
C -0.63925 1.81350 3.03664
C -0.83549 0.51910 3.50769
C -0.81979 -0.64658 2.70501
C -0.50424 -0.51721 1.41498
C -0.35172 -1.61815 -0.89302
H 2.64375 0.70319 -2.92997
H 1.78128 -0.12223 -4.32930
H 2.49023 -1.04678 -2.74314
H -0.29019 -0.74051 -3.20057
H -0.08120 0.98224 -3.16217
H -0.22396 2.84380 1.18324
H -0.46487 2.80495 3.45688
H -1.10535 0.20069 4.57038
H -1.14835 -1.59488 3.15200
H -1.16147 -2.49249 0.90633
N 0.00124 0.83879 -0.60953
N -0.54268 -1.73224 0.49587
O -0.47223 -2.54927 -1.72594
*
```

Results
E_HOMO (eV): -9.00
Structure (SMILES): CCc1nc2ccccc2[nH]c1=O
E_LUMO (Eh): -0.0091
Total energy (eV): -15558.28884
Energy relative to the best compared isomer or geometry (same formula, charge and spin) (kJ/mol): 181.2

Calculated atomic charges, method Löwdin, unit e: -0.114, -0.228, -0.213, -0.184, 0.004, -0.069, -0.092, -0.066, -0.168, -0.361, 0.053, 0.085, 0.139, 0.108, 0.125, 0.096, 0.104, 0.122, 0.122, 0.172, 0.174, 0.157, 0.033

Record 6
This record from OMol25 describes a molecular structure, C10H10N2O2. The level of theory is ωB97M-V with the def2-TZVPD basis set.

ORCA input file:
```
! RIJCOSX wB97M-V def2-TZVPD def2/J DEFGRID3
* xyz 0 1
C 3.54307 0.24394 -0.95681
C 2.38893 0.97030 -0.76323
C 3.36722 -1.15638 -0.94284
C 1.07018 0.39520 -0.57618
C 1.04389 -1.01917 -0.55482
C -0.65795 -1.52108 1.04616
C -0.21028 -1.81482 -0.40961
C -2.63153 1.58962 1.87646
C -2.31984 1.11269 -0.00655
C -2.03071 0.44379 1.11919
N 2.16946 -1.71999 -0.74386
N -1.53111 -0.68756 1.57880
O -3.01278 2.17451 0.58385
O -2.20450 0.96958 -1.38145
H 4.46787 0.67280 -0.86286
H 2.35065 2.06809 -1.09736
H 4.16295 -1.78232 -0.93849
H -0.31971 -2.26849 1.69291
H -1.11904 -1.54229 -0.93299
H -0.10846 -2.88470 -0.45844
H -3.58329 1.29962 2.36423
H -1.96200 2.28014 2.41254
H 0.20373 1.08368 -0.29776
H -3.07675 1.09282 -1.75087
*
```

Results
E_HOMO (eV): -8.21
E_LUMO (Eh): 0.0158
Total energy (eV): -17603.21991
Energy relative to the best compared isomer or geometry (same formula, charge and spin) (kJ/mol): 513.5

Calculated atomic charges, method Löwdin, unit e: -0.067, -0.073, -0.110, 0.014, -0.299, -0.083, -0.091, -0.061, -0.302, -0.280, 0.098, 0.108, -0.007, 0.091, 0.070, 0.126, 0.068, 0.083, 0.108, 0.106, 0.137, 0.134, 0.119, 0.110

Record 7
This record from OMol25 describes a single C10H10N2O3 molecule. The level of theory is ωB97M-V with the def2-TZVPD basis set.

ORCA input file:
```
! RIJCOSX wB97M-V def2-TZVPD def2/J DEFGRID3
* xyz 0 1
C 3.79736 0.16964 0.07272
C 2.91751 1.05194 -0.58158
C 3.32002 -0.85717 0.82341
C 1.54187 0.88770 -0.55949
C 1.97125 -0.89824 1.00370
C 1.09372 -0.11900 0.30008
C -0.29839 -0.33645 0.34147
C -1.40170 0.54160 -0.22952
C -2.61577 -0.32689 0.13545
C -3.29209 -1.04041 -1.03934
N -0.73313 -1.42336 0.78745
N -1.43919 1.84479 0.43754
O -1.02827 2.72621 -0.27825
O -1.74084 1.94061 1.61319
O -2.04865 -1.49124 0.79004
H 4.79620 0.18727 -0.01834
H 3.43930 1.87468 -1.08058
H 4.07881 -1.49269 1.33272
H 0.93609 1.43208 -1.12420
H 1.63175 -1.70990 1.62616
H -1.12765 0.60601 -1.36100
H -3.36951 -0.02962 0.91864
H -2.66284 -1.20595 -1.86123
H -4.07167 -0.41887 -1.55278
H -3.69419 -1.91274 -0.49628
*
```

Results
E_HOMO (eV): -8.80
Structure (SMILES): C[C@H]1ON=C(c2ccccc2)[C@@H]1[N+](=O)[O-]
E_LUMO (Eh): -0.0014
Total energy (eV): -19649.02817
Energy relative to the best compared isomer or geometry (same formula, charge and spin) (kJ/mol): 556.2

Calculated atomic charges, method Löwdin, unit e: -0.084, -0.040, -0.079, 0.001, -0.034, -0.175, -0.218, -0.095, -0.253, -0.024, 0.136, -0.361, 0.092, 0.114, -0.090, 0.065, 0.110, 0.129, 0.056, 0.117, 0.201, 0.175, 0.060, 0.099, 0.100

Record 8
This record from OMol25 describes 2 unconnected molecules or ions with the total composition C10H10N2O3. The level of theory is ωB97M-V with the def2-TZVPD basis set.

ORCA input file:
```
! RIJCOSX wB97M-V def2-TZVPD def2/J DEFGRID3
* xyz 0 1
C 3.18434 -0.28790 -0.03050
C 2.48935 -0.77497 -1.12133
C 2.47611 0.25322 1.00042
C 1.14468 -0.76687 -1.19516
C 1.08364 0.38166 0.81370
C -1.77746 1.77561 -0.77917
C -0.91314 1.05132 1.75963
C -1.02985 -0.45235 -0.00168
C -1.84280 -1.45540 -0.81449
C -1.46548 -0.31500 1.35212
N 0.33462 -0.32130 -0.14761
N -0.69006 2.25617 -0.86978
O 0.40598 1.16345 1.69083
O -2.88129 1.49997 -0.55596
O -1.60426 1.97517 2.11522
H 4.30625 -0.56838 0.01824
H 2.95810 -1.16306 -2.06510
H 2.99462 0.73108 1.87380
H 0.65326 -1.13981 -2.04509
H -2.11661 -1.07913 -1.80107
H -2.73460 -1.66305 -0.12755
H -1.17690 -2.39649 -0.88174
H -1.26596 -1.09877 2.04459
H -2.51258 0.02444 1.36046
H -0.01996 2.37039 -1.59276
*
```

Results
E_HOMO (spin up / spin down) (eV): -6.82 / -6.83
E_LUMO (spin up / spin down) (Eh): 0.0097 / 0.0097
Total energy (eV): -19651.81071
Energy relative to the best compared isomer or geometry (same formula, charge and spin) (kJ/mol): 287.7

Calculated atomic charges, method Löwdin, unit e: -0.126, -0.112, 0.004, -0.048, -0.199, -0.446, -0.482, -0.363, -0.024, -0.079, 0.047, 0.238, 0.131, 0.171, 0.130, 0.137, 0.130, 0.145, 0.105, 0.070, 0.108, 0.105, 0.130, 0.134, 0.094

Record 9
This record from OMol25 describes a single C10H10N4O molecule. The level of theory is ωB97M-V with the def2-TZVPD basis set.

ORCA input file:
```
! RIJCOSX wB97M-V def2-TZVPD def2/J DEFGRID3
* xyz 0 1
N -0.63223 2.03909 2.25934
N -0.18113 -0.25245 1.82265
O 0.44566 -2.44078 1.19481
C -0.80982 3.06232 1.50686
C 0.65407 -2.10819 -1.04973
C 0.86142 -2.94094 0.03866
C -0.45652 0.99363 1.33053
C 0.07728 -1.16648 0.89601
C 0.12009 -0.86276 -0.51505
C -0.52974 1.40109 0.05994
C -0.24770 0.42335 -0.95679
N -1.04837 4.17895 2.14368
N -0.77130 2.67232 0.16202
C 1.49872 -4.28562 -0.09514
C -0.33111 0.72635 -2.37933
H 0.71869 -2.35852 -2.02233
H -1.26010 4.09278 3.15709
H -1.38207 4.93539 1.58294
H -0.97926 3.22250 -0.64418
H 0.84182 -5.12246 0.06131
H 2.35623 -4.22375 0.63248
H 1.92130 -4.47297 -1.04300
H -1.01255 1.54726 -2.51959
H -0.58533 -0.09889 -3.05306
H 0.73194 1.03878 -2.57015
*
```

Results
E_HOMO (eV): -7.33
Structure (SMILES): Cc1cc2c(C)c3[nH]c(N)nc3nc2o1
E_LUMO (Eh): 0.0186
Total energy (eV): -18539.13856
Energy relative to the best compared isomer or geometry (same formula, charge and spin) (kJ/mol): 152.2

Calculated atomic charges, method Löwdin, unit e: 0.168, 0.214, 0.129, -0.466, 0.044, -0.325, -0.284, -0.266, -0.085, -0.217, -0.150, 0.146, 0.162, -0.008, -0.042, 0.071, 0.141, 0.095, 0.152, 0.076, 0.110, 0.063, 0.068, 0.090, 0.115

> What is the total energy in the sixth record?

-17603.21991 eV

> Which of these has the lowest total energy?

C10H10N13RuSTe4